# 1
64
Properties=species:S:1:pos:R:3 method="wB97M-V/def2-TZVPD" homo_energy_ha=-0.159 total_charge=-1 max_force_ha_per_bohr=0.0783 e_lumo_ha=0.08447 orbital_gap_ev=6.6147
C -1.199 -2.612 4.114
C 0.049 -2.310 3.321
C 1.310 -2.768 4.089
C 0.049 -2.743 1.772
C 0.732 -4.065 1.460
C -1.338 -2.718 1.124
O 0.849 -1.710 1.138
B 1.090 -0.838 2.179
C 2.395 -0.037 2.325
C 2.613 0.753 3.471
C 3.882 1.267 3.755
C 4.951 1.034 2.877
C 4.717 0.335 1.683
C 3.441 -0.164 1.389
C -0.750 1.717 0.100
C 0.547 2.453 0.540
C -1.795 1.476 1.229
C -2.914 0.671 0.961
C -4.026 0.704 1.826
C -3.926 1.359 3.062
C -2.680 1.844 3.473
C -1.599 1.843 2.573
O 0.151 -0.868 3.217
H -1.347 -3.693 4.194
H -1.092 -2.206 5.125
H -2.083 -2.162 3.654
H 1.285 -3.832 4.341
H 2.241 -2.557 3.536
H 1.361 -2.203 5.029
H 0.238 -4.901 1.967
H 0.678 -4.245 0.380
H 1.787 -4.031 1.755
H -1.935 -3.568 1.481
H -1.876 -1.781 1.330
H -1.233 -2.811 0.035
H 1.776 0.959 4.139
H 4.026 1.875 4.650
H 5.947 1.430 3.102
H 5.524 0.209 0.958
H 3.240 -0.650 0.434
H -0.380 0.688 -0.093
H 1.400 2.041 -0.011
H 0.521 3.531 0.361
H 0.691 2.269 1.607
H -2.909 0.020 0.075
H -4.964 0.221 1.528
H -4.802 1.458 3.712
H -2.537 2.255 4.480
H -0.611 2.125 2.940
O -0.464 -0.428 -2.046
N -0.026 0.515 -2.752
C -0.319 1.866 -2.394
C -1.288 2.123 -1.228
C -1.656 3.565 -1.327
N -2.738 4.142 -0.717
O -3.521 3.832 0.165
O -2.865 5.467 -1.358
N -1.927 5.625 -2.364
C -1.265 4.411 -2.397
N -0.397 4.102 -3.332
C 0.021 2.833 -3.332
O 0.661 0.321 -3.788
H -2.224 1.582 -1.507
H 0.679 2.577 -4.163


# 2
69
Properties=species:S:1:pos:R:3 method="wB97M-V/def2-TZVPD" homo_energy_ha=-0.347 total_charge=+1 max_force_ha_per_bohr=0.0208 de_lowest_kcal_mol=4.3 e_lumo_ha=-0.07701 orbital_gap_ev=7.3336
Ca -0.213 -0.012 -0.269
C 1.692 -0.084 3.955
C 1.368 -0.252 2.505
N 0.592 0.557 1.870
N 0.234 1.665 2.599
C -0.875 2.269 2.182
N -1.067 3.477 2.768
S -2.116 1.686 1.123
C 2.006 -1.351 1.720
C 3.231 -1.868 2.131
C 3.855 -2.832 1.359
C 3.237 -3.267 0.199
C 2.015 -2.711 -0.134
N 1.399 -1.779 0.597
H 0.794 0.229 4.484
H 2.426 0.712 4.113
H 2.072 -1.007 4.391
H -0.446 3.731 3.519
H -1.992 3.867 2.750
H 3.693 -1.502 3.036
H 4.813 -3.236 1.660
H 3.680 -4.023 -0.434
H 1.493 -3.029 -1.028
C -0.091 -2.377 -5.674
N -0.313 -2.321 -4.230
C -0.913 -3.300 -3.484
C -0.911 -2.854 -2.198
N -0.318 -1.619 -2.138
C 0.041 -1.324 -3.378
P 0.943 0.159 -3.932
C -0.154 1.473 -3.329
N -0.602 1.620 -2.091
C -1.269 2.818 -2.069
C -1.218 3.391 -3.306
N -0.509 2.532 -4.102
C -0.192 2.747 -5.510
C 2.231 0.265 -2.642
N 2.030 0.477 -1.351
C 3.270 0.604 -0.786
C 4.228 0.469 -1.747
N 3.562 0.253 -2.923
C 4.193 0.078 -4.228
H -0.549 -3.288 -6.049
H -0.553 -1.524 -6.164
H 0.972 -2.393 -5.902
H -1.294 -4.202 -3.931
H -1.308 -3.335 -1.319
H -1.753 3.167 -1.171
H -1.621 4.314 -3.686
H -0.706 3.646 -5.838
H 0.878 2.879 -5.650
H -0.536 1.908 -6.111
H 3.397 0.790 0.268
H 5.303 0.508 -1.703
H 5.260 -0.050 -4.072
H 3.804 -0.809 -4.722
H 4.025 0.948 -4.858
O -5.402 -3.170 2.388
C -4.300 -2.655 1.812
C -3.024 -2.762 2.358
C -1.979 -2.186 1.673
N -2.116 -1.528 0.514
C -3.345 -1.447 0.026
Br -3.549 -0.475 -1.594
C -4.471 -1.983 0.610
H -5.178 -3.599 3.220
H -2.850 -3.273 3.296
H -0.971 -2.238 2.070
H -5.451 -1.874 0.169


# 3
67
Properties=species:S:1:pos:R:3 method="wB97M-V/def2-TZVPD" homo_energy_ha="-0.272 / -0.272" total_charge=0 max_force_ha_per_bohr=0.0090 de_lowest_kcal_mol=10.8 e_lumo_ha="-0.01333 / -0.01336" orbital_gap_ev="7.0518 / 7.0512"
Co 0.386 -0.536 -1.564
N 2.301 -0.814 -1.598
C 2.801 -2.198 -1.470
C 2.336 -2.867 -0.188
C 0.852 -3.184 -0.197
N 0.042 -1.948 -0.174
H 2.585 -0.464 -2.511
H 2.874 -0.197 -0.971
H 3.892 -2.174 -1.502
H 2.449 -2.771 -2.330
H 2.586 -2.239 0.673
H 2.892 -3.796 -0.056
H 0.586 -3.818 0.651
H 0.590 -3.718 -1.112
H 0.134 -1.495 0.732
H -0.941 -2.190 -0.262
C -3.787 -6.652 -0.771
C -3.199 -5.370 -1.288
C -2.164 -5.387 -2.221
C -1.634 -4.210 -2.723
C -2.146 -2.998 -2.285
C -3.182 -2.952 -1.361
C -3.697 -4.139 -0.866
S -1.530 -1.487 -2.957
O -1.614 -0.495 -1.838
O -2.258 -1.177 -4.145
N 0.047 -1.699 -3.101
C 0.624 -1.053 -4.295
C 0.801 0.451 -4.068
O 1.070 1.197 -4.976
O 0.652 0.815 -2.813
H -3.053 -7.457 -0.781
H -4.627 -6.963 -1.395
H -4.158 -6.535 0.247
H -1.764 -6.336 -2.555
H -0.822 -4.225 -3.439
H -3.573 -1.997 -1.033
H -4.501 -4.109 -0.141
H 0.004 -1.201 -5.178
H 1.596 -1.507 -4.500
S 4.197 1.358 -0.133
C 3.208 2.703 -0.084
N 2.510 3.630 -0.022
N 0.113 5.183 2.427
C 0.173 5.902 3.601
C 0.152 7.267 3.871
C 0.228 7.635 5.199
C 0.323 6.678 6.224
C 0.351 5.328 5.948
C 0.280 4.936 4.611
N 0.309 3.668 4.057
C 0.212 3.863 2.772
C 0.220 2.795 1.770
C -0.433 2.922 0.552
C -0.324 1.914 -0.381
N 0.404 0.816 -0.153
C 1.035 0.692 1.023
C 0.945 1.637 2.016
H 0.187 5.550 1.493
H 0.082 8.006 3.083
H 0.216 8.685 5.458
H 0.381 7.015 7.251
H 0.432 4.587 6.732
H -1.016 3.799 0.306
H -0.789 1.983 -1.353
H 1.664 -0.176 1.156
H 1.493 1.522 2.939


# 4
58
Properties=species:S:1:pos:R:3 method="wB97M-V/def2-TZVPD" homo_energy_ha=-0.287 total_charge=0 max_force_ha_per_bohr=0.0196 de_lowest_kcal_mol=21.8 e_lumo_ha=0.02329 orbital_gap_ev=8.4448 smiles="COc1ccccc1CCC(=O)Nc1ccc2c(c1)CN(Cc1ccc(C)o1)CC2"
C -1.714 4.230 -4.394
H -2.763 4.486 -4.210
O -0.974 4.183 -3.201
C -0.815 5.336 -2.482
C -1.419 6.545 -2.800
C -1.209 7.660 -2.003
C -0.398 7.579 -0.889
C 0.209 6.373 -0.575
C 0.017 5.246 -1.355
C 0.664 3.939 -1.003
H 1.488 4.101 -0.308
H 1.062 3.468 -1.903
C -0.344 2.983 -0.359
C 0.339 1.725 0.160
O 1.537 1.562 0.144
N -0.562 0.826 0.653
C -0.333 -0.417 1.258
C 0.936 -0.941 1.451
C 1.106 -2.177 2.057
C 0.002 -2.902 2.494
C -1.268 -2.374 2.288
C -1.441 -1.150 1.679
H -2.437 -0.757 1.527
H -2.132 -2.937 2.613
C 0.149 -4.259 3.130
C 1.620 -4.634 3.363
N 2.528 -4.183 2.330
C 2.495 -2.738 2.235
H 3.136 -2.423 1.410
H 2.927 -2.339 3.162
C 2.434 -4.863 1.044
C 1.332 -4.418 0.131
C 1.274 -3.405 -0.780
C -0.040 -3.418 -1.309
C -0.693 -4.440 -0.692
O 0.138 -5.056 0.177
C -2.087 -4.945 -0.812
H -2.590 -4.439 -1.631
H -2.639 -4.759 0.110
H -2.089 -6.018 -0.996
H -0.440 -2.754 -2.048
H 2.061 -2.728 -1.041
H 3.387 -4.697 0.531
H 2.326 -5.932 1.243
H 1.718 -5.718 3.463
H 1.967 -4.178 4.296
H -0.388 -4.279 4.082
H -0.321 -4.999 2.478
H 1.797 -0.385 1.118
H -1.537 1.084 0.594
H -1.108 2.710 -1.089
H -0.836 3.480 0.483
H 0.850 6.304 0.291
H -0.234 8.446 -0.269
H -1.687 8.592 -2.264
H -2.058 6.633 -3.665
H -1.658 3.227 -4.815
H -1.287 4.944 -5.106


# 5
61
Properties=species:S:1:pos:R:3 method="wB97M-V/def2-TZVPD" homo_energy_ha="-0.414 / -0.414" multiplicity=2 total_charge=+1 s2=0.754 max_force_ha_per_bohr=0.0169 de_lowest_kcal_mol=0.0 e_lumo_ha="-0.11870 / -0.11871" orbital_gap_ev="8.0275 / 8.0410"
Ti -0.426 -1.273 -0.698
C 1.244 -1.998 -2.141
C 0.258 -1.353 -2.916
C -0.913 -2.153 -2.884
C -0.642 -3.294 -2.113
C 0.674 -3.195 -1.625
H 2.251 -1.648 -1.967
H 0.355 -0.400 -3.415
H -1.858 -1.896 -3.334
H -1.350 -4.072 -1.872
H 1.179 -3.937 -1.026
C -1.306 -0.732 4.158
O -1.103 -1.412 2.933
C -1.798 -2.627 2.865
C -1.566 -3.238 1.499
O -1.912 -2.348 0.428
C -3.316 -2.049 0.351
H -0.942 -1.325 5.003
H -2.366 -0.504 4.310
H -0.748 0.200 4.103
H -2.869 -2.477 3.059
H -1.438 -3.347 3.615
H -2.158 -4.153 1.397
H -0.516 -3.486 1.348
H -3.877 -2.984 0.300
H -3.461 -1.468 -0.554
H -3.624 -1.459 1.214
C 1.674 4.804 -4.509
C 0.890 3.947 -3.564
C 1.504 2.908 -2.870
C 0.779 2.095 -2.014
C -0.577 2.326 -1.838
C -1.210 3.366 -2.508
C -0.475 4.162 -3.368
S -1.552 1.311 -0.782
O -2.542 2.145 -0.175
O -2.036 0.130 -1.535
N -0.579 0.536 0.207
C 0.305 0.998 1.168
C 0.349 2.239 1.743
C 1.316 2.515 2.738
C 2.206 1.564 3.146
C 2.181 0.273 2.556
C 3.061 -0.766 2.926
C 2.977 -1.978 2.298
C 2.016 -2.152 1.288
N 1.167 -1.213 0.920
C 1.238 -0.002 1.554
H 1.680 4.364 -5.508
H 2.709 4.903 -4.186
H 1.243 5.801 -4.591
H 2.566 2.736 -2.993
H 1.280 1.298 -1.476
H -2.262 3.557 -2.349
H -0.967 4.972 -3.889
H -0.363 3.003 1.462
H 1.332 3.501 3.180
H 2.938 1.774 3.913
H 3.795 -0.590 3.702
H 3.632 -2.799 2.548
H 1.950 -3.099 0.769


# 6
61
Properties=species:S:1:pos:R:3 method="wB97M-V/def2-TZVPD" homo_energy_ha=-0.290 total_charge=0 max_force_ha_per_bohr=0.0232 de_lowest_kcal_mol=18.2 e_lumo_ha=0.01806 orbital_gap_ev=8.3760 smiles="CCc1ccccc1S(=O)(=O)Cc1ccc(C(=O)N2CCN(c3ccccc3OC)CC2)o1"
C -1.551 -5.125 1.379
H -1.105 -6.112 1.288
H -1.472 -4.797 2.413
H -2.600 -5.192 1.104
C -0.844 -4.141 0.441
C -1.365 -2.754 0.669
C -2.402 -2.198 -0.066
C -2.890 -0.932 0.207
C -2.362 -0.197 1.253
C -1.335 -0.738 2.012
C -0.840 -1.993 1.713
H -0.035 -2.404 2.303
H -0.916 -0.182 2.838
H -2.752 0.784 1.477
H -3.699 -0.558 -0.401
S -3.217 -3.059 -1.422
O -4.391 -2.313 -1.780
O -3.391 -4.454 -1.118
C -2.044 -2.945 -2.859
C -1.902 -1.539 -3.255
C -2.700 -0.733 -4.018
C -2.081 0.533 -4.035
C -0.950 0.427 -3.265
O -0.846 -0.839 -2.781
C 0.086 1.463 -3.098
O 0.151 2.372 -3.914
N 0.977 1.350 -2.080
C 0.779 0.621 -0.850
H -0.007 -0.122 -0.952
C 0.411 1.610 0.270
N 1.441 2.613 0.442
C 2.494 2.337 1.313
C 3.833 2.534 0.967
C 4.860 2.280 1.857
C 4.586 1.806 3.127
C 3.267 1.632 3.504
C 2.230 1.906 2.630
O 0.935 1.726 3.108
C 0.231 2.935 3.315
H 0.155 3.519 2.394
H 0.721 3.542 4.084
H -0.764 2.654 3.656
H 3.015 1.291 4.497
H 5.384 1.592 3.820
H 5.881 2.442 1.546
H 4.088 2.883 -0.020
C 1.672 3.316 -0.802
H 2.453 4.063 -0.672
C 2.011 2.360 -1.956
H 2.064 2.906 -2.898
H 2.961 1.851 -1.767
H 0.741 3.837 -1.055
H 0.264 1.062 1.196
H -0.524 2.115 0.000
H 1.715 0.112 -0.591
H -2.406 1.415 -4.545
H -3.611 -1.018 -4.501
H -2.509 -3.547 -3.634
H -1.100 -3.376 -2.542
H -1.024 -4.463 -0.583
H 0.230 -4.158 0.638